# 1
This record from OMol25 describes C18H26AsCoOS as an isolated structure. The level of theory is ωB97M-V with the def2-TZVPD basis set.

- <S²> = 3.764
- electronic energy (eV) = -130431.714
- HOMO-LUMO gap (spin up / spin down) (eV) = 8.245 / 7.707
- molar mass (Da) = 424.3
- HOMO (spin up / spin down) (eV) = -10.63 / -10.89
- charge = +1
- lowest unoccupied orbital energy (spin up / spin down) (Ha) = -0.0875 / -0.1170
- 2S+1 = 4

```
48
Properties=species:S:1:pos:R:3:mulliken_charge:R:1
Co -0.939 -0.260 0.522 0.576
C 0.477 1.221 3.661 -1.281
C -0.604 0.388 3.047 1.285
C -0.482 -1.002 3.002 -0.602
C -1.471 -1.806 2.429 0.989
C -1.323 -3.296 2.401 -1.673
C -2.609 -1.182 1.891 -0.692
C -2.768 0.214 1.918 0.209
C -4.003 0.871 1.375 -1.461
C -1.734 0.985 2.474 -0.527
H 1.388 1.154 3.065 -0.025
H 0.717 0.861 4.661 0.428
H 0.185 2.266 3.732 0.423
H 0.407 -1.469 3.408 0.506
H -0.347 -3.586 2.015 0.363
H -2.092 -3.759 1.787 0.411
H -1.408 -3.696 3.412 0.360
H -3.390 -1.789 1.449 0.425
H -3.770 1.470 0.494 0.325
H -4.435 1.531 2.126 0.416
H -4.748 0.131 1.093 0.365
H -1.839 2.063 2.493 0.488
S -1.964 0.286 -1.355 -0.465
C -0.845 -0.115 -2.675 0.339
C -0.453 0.879 -3.571 -0.396
C 0.317 0.564 -4.680 -0.627
C 0.704 -0.747 -4.912 -0.561
C 0.318 -1.743 -4.023 -0.557
C -0.450 -1.432 -2.914 -0.212
H -0.796 1.895 -3.420 0.474
H 0.596 1.343 -5.376 0.378
H 1.289 -0.994 -5.787 0.406
H 0.601 -2.770 -4.202 0.381
H -0.776 -2.214 -2.242 0.375
C 1.547 2.470 -0.714 -0.967
As 2.200 0.702 -0.346 0.620
C 3.623 0.797 0.943 -1.122
C 2.899 -0.086 -1.938 -0.663
O 0.964 -0.243 0.273 -0.514
H 2.270 3.020 -1.315 0.430
H 1.364 3.001 0.220 0.363
H 0.615 2.360 -1.264 0.189
H 4.445 1.382 0.532 0.409
H 3.969 -0.215 1.156 0.386
H 3.272 1.264 1.861 0.286
H 3.775 0.472 -2.264 0.438
H 2.131 -0.063 -2.710 -0.071
H 3.174 -1.120 -1.728 0.374
```



# 2
This record from OMol25 describes C18H26BCoF4IN7 as an isolated structure. The level of theory is ωB97M-V with the def2-TZVPD basis set.

- energy above the lowest of the compared OMol25 structures with the same formula, charge and spin (kJ/mol) = 7.2
- <S²> = 3.758
- electronic energy (eV) = -86795.125
- HOMO-LUMO gap (spin up / spin down) (eV) = 7.616 / 7.620
- molar mass (Da) = 613.1
- HOMO (spin up / spin down) (eV) = -11.03 / -11.03
- charge = +1
- lowest unoccupied orbital energy (spin up / spin down) (Ha) = -0.1253 / -0.1251
- 2S+1 = 4

```
58
Properties=species:S:1:pos:R:3:mulliken_charge:R:1
Co -0.140 -0.100 -0.303 2.317
C -2.473 0.124 3.472 -2.201
C -1.559 0.267 2.299 0.497
N -1.792 -0.131 1.114 0.387
C -3.001 -0.830 0.714 -0.924
C -2.668 -1.779 -0.445 -1.239
N -1.677 -1.237 -1.405 -0.292
C -2.206 -0.438 -2.520 -0.896
C -2.429 1.010 -2.122 -0.927
N -1.202 1.575 -1.543 -0.212
C -0.260 2.236 -2.472 -0.829
C 1.153 1.612 -2.400 -0.952
N 1.341 1.292 -1.000 0.180
C 2.020 1.960 -0.156 0.678
C 3.031 3.015 -0.493 -1.795
C 1.610 1.705 1.271 0.728
C 2.293 2.040 2.426 -1.043
C 1.675 1.772 3.644 -0.815
C 0.405 1.217 3.682 -0.990
C -0.211 0.916 2.476 1.125
N 0.402 1.162 1.334 0.274
H -3.514 0.067 3.165 0.465
H -2.359 0.958 4.164 0.517
H -2.210 -0.797 3.997 0.383
H -3.758 -0.097 0.424 0.377
H -3.419 -1.429 1.524 0.655
H -3.591 -2.074 -0.953 0.404
H -2.216 -2.668 -0.012 0.449
H -1.208 -2.031 -1.820 0.196
H -3.132 -0.864 -2.919 0.446
H -1.458 -0.469 -3.316 0.455
H -3.213 1.074 -1.368 0.319
H -2.775 1.576 -2.991 0.478
H -1.454 2.227 -0.814 0.256
H -0.178 3.290 -2.204 0.396
H -0.627 2.189 -3.498 0.438
H 1.889 2.298 -2.823 0.625
H 1.167 0.679 -2.967 0.179
H 3.624 2.719 -1.358 0.392
H 3.704 3.199 0.340 0.443
H 2.536 3.958 -0.733 0.311
H 3.281 2.479 2.397 0.350
H 2.191 1.998 4.568 0.445
H -0.074 1.003 4.628 0.456
F 0.736 -1.481 1.072 -0.224
B 0.357 -2.609 1.965 0.102
F -0.599 -3.341 1.251 -0.371
F -0.210 -2.037 3.114 -0.355
F 1.498 -3.311 2.233 -0.291
I 2.802 -5.558 -1.643 0.155
C 2.366 -3.546 -1.639 -1.000
C 3.254 -2.512 -1.802 -0.034
N 2.535 -1.377 -1.712 -0.286
N 1.229 -1.606 -1.495 0.150
C 1.123 -2.928 -1.447 -0.281
H 4.320 -2.514 -1.964 0.483
H 2.878 -0.434 -1.726 -0.026
H 0.189 -3.415 -1.209 0.471
```



# 3
This record from OMol25 describes C18H26BN10O2Pd as an isolated structure. The level of theory is ωB97M-V with the def2-TZVPD basis set.

- <S²> = 0.758
- electronic energy (eV) = -42193.352
- HOMO-LUMO gap (spin up / spin down) (eV) = 4.031 / 4.012
- molar mass (Da) = 531.7
- HOMO (spin up / spin down) (eV) = -21.13 / -21.12
- charge = +4
- lowest unoccupied orbital energy (spin up / spin down) (Ha) = -0.6283 / -0.6285
- 2S+1 = 2

```
58
Properties=species:S:1:pos:R:3:mulliken_charge:R:1
Pd -0.101 -1.497 0.699 0.825
C 0.659 -0.467 3.991 -1.240
C 0.522 0.604 2.981 0.551
C 0.665 1.994 3.144 -1.234
C 0.579 2.526 1.880 0.047
N 0.377 1.524 0.992 0.505
N 0.322 0.352 1.680 -0.385
B 0.617 1.478 -0.522 0.428
N 1.901 0.582 -0.666 0.710
C 3.130 0.921 -1.081 0.060
C 3.928 -0.208 -1.023 -1.086
C 3.060 -1.262 -0.512 0.326
C 3.397 -2.666 -0.302 -1.222
N 1.866 -0.740 -0.299 -0.179
N -0.510 0.739 -1.285 0.903
C -1.343 1.223 -2.242 -0.006
C -1.938 0.168 -2.890 -1.300
C -1.426 -1.001 -2.281 0.707
C -1.677 -2.403 -2.641 -1.396
N -0.565 -0.608 -1.321 -0.469
N 0.775 2.863 -1.179 0.944
C 1.191 3.074 -2.517 -0.381
C 0.972 4.366 -2.823 -0.930
C 0.426 4.947 -1.619 0.606
C 0.019 6.306 -1.383 -1.156
N 0.331 3.959 -0.655 -0.897
H -0.145 -0.406 4.729 0.381
H 1.572 -0.314 4.571 0.422
H 0.695 -1.447 3.515 0.207
H 0.818 2.519 4.072 0.521
H 0.641 3.549 1.562 0.633
H 3.386 1.926 -1.374 0.662
H 4.963 -0.304 -1.316 0.506
H 4.266 -2.779 0.359 0.404
H 3.741 -3.111 -1.247 0.382
H 2.558 -3.240 0.085 0.212
H -1.481 2.278 -2.408 0.534
H -2.634 0.207 -3.710 0.519
H -2.720 -2.676 -2.452 0.336
H -1.022 -3.082 -2.103 0.264
H -1.565 -2.545 -3.719 0.474
H 1.590 2.275 -3.120 0.619
H 1.175 4.886 -3.745 0.533
H 0.593 7.012 -1.995 0.412
H 0.000 6.563 -0.324 0.364
H -1.009 6.493 -1.759 0.339
C -4.521 -4.513 1.541 -0.774
O -3.611 -3.799 0.663 -0.311
C -2.491 -3.309 1.030 0.572
O -1.805 -2.652 0.209 -0.257
N -1.986 -3.438 2.262 -0.100
N -0.712 -2.865 2.473 -0.484
H -5.359 -4.787 0.907 0.260
H -4.869 -3.857 2.339 0.391
H -4.071 -5.423 1.940 0.382
H -2.469 -3.908 3.019 0.241
H -0.004 -3.602 2.477 0.320
H -0.703 -2.425 3.392 0.304
```